Arrangement w

{
  "formula": "H30O15",
  "method": "ωB97M-V/def2-TZVPD",
  "elements": ["O", "H", "H", "O", "H", "H", "O", "H", "H", "O", "H", "H", "O", "H", "H", "O", "H", "H", "O", "H", "H", "O", "H", "H", "O", "H", "H", "O", "H", "H", "O", "H", "H", "O", "H", "H", "O", "H", "H", "O", "H", "H", "O", "H", "H"],
  "positions_angstrom": [[-20.869, -16.142, 3.053], [-19.923, -16.360, 3.038], [-21.287, -16.466, 3.895], [-20.059, -12.631, 5.897], [-20.942, -12.923, 5.707], [-19.981, -11.658, 5.962], [-19.366, -16.017, 5.706], [-18.948, -16.567, 5.046], [-20.077, -15.524, 5.322], [-23.563, -13.166, 3.476], [-23.655, -12.368, 3.020], [-23.492, -13.886, 2.901], [-22.093, -15.371, 5.323], [-22.744, -15.396, 4.613], [-22.559, -15.688, 6.096], [-24.594, -15.803, 4.306], [-24.862, -14.815, 4.245], [-25.018, -16.276, 3.610], [-24.944, -14.386, 7.010], [-24.928, -13.454, 7.220], [-25.808, -14.660, 7.294], [-20.067, -15.912, 8.991], [-20.572, -16.197, 8.234], [-19.413, -15.351, 8.649], [-22.877, -12.142, 5.976], [-22.834, -12.942, 6.559], [-23.234, -12.449, 5.163], [-24.935, -18.100, 6.932], [-24.088, -17.657, 6.979], [-25.423, -17.867, 7.762], [-22.481, -13.931, 8.197], [-22.268, -14.797, 7.933], [-22.242, -13.981, 9.136], [-23.193, -15.121, 1.536], [-22.344, -14.697, 1.415], [-22.887, -15.997, 1.702], [-23.100, -18.316, 4.587], [-23.437, -19.143, 4.963], [-23.692, -17.590, 4.723], [-20.789, -13.458, 3.382], [-21.577, -13.079, 3.729], [-21.067, -14.385, 3.266], [-22.713, -16.618, 7.862], [-23.242, -16.255, 8.532], [-22.373, -17.454, 8.192]],
  "orbital_gap_ev": 9.34,
  "lumo_energy_ev": -0.171
}

---

Arrangement x

{
  "formula": "H30O15",
  "method": "ωB97M-V/def2-TZVPD",
  "elements": ["O", "H", "H", "O", "H", "H", "O", "H", "H", "O", "H", "H", "O", "H", "H", "O", "H", "H", "O", "H", "H", "O", "H", "H", "O", "H", "H", "O", "H", "H", "O", "H", "H", "O", "H", "H", "O", "H", "H", "O", "H", "H", "O", "H", "H"],
  "positions_angstrom": [[-0.863, 2.647, 0.969], [-0.977, 2.781, 1.900], [-0.034, 3.063, 0.735], [1.684, 3.679, 0.732], [2.050, 2.846, 0.413], [1.464, 3.736, 1.709], [0.151, 0.777, 3.158], [1.037, 0.458, 3.254], [0.165, 1.701, 3.357], [-1.259, 0.304, -2.566], [-0.907, 0.606, -3.429], [-1.866, 0.940, -2.210], [-0.298, -0.285, 0.284], [-0.321, -0.422, -0.696], [0.170, 0.523, 0.474], [0.757, 2.060, -1.697], [1.553, 1.498, -1.680], [0.064, 1.432, -1.961], [-0.889, -2.570, -1.188], [-0.347, -3.079, -1.781], [-1.368, -3.243, -0.689], [1.502, -1.537, -2.743], [0.930, -2.280, -2.804], [1.613, -1.212, -3.668], [-2.607, 0.779, 2.053], [-2.290, 0.070, 2.684], [-1.860, 1.281, 1.713], [-1.386, -1.765, 2.378], [-1.039, -1.650, 3.226], [-0.731, -1.304, 1.871], [2.382, 0.533, 0.123], [3.234, 0.597, -0.334], [1.979, -0.244, -0.204], [-3.178, -0.942, -0.212], [-2.494, -1.652, -0.343], [-2.594, -0.358, 0.230], [1.574, -2.398, 0.124], [0.696, -2.406, -0.288], [1.450, -3.161, 0.762], [-1.808, -2.187, -3.733], [-2.606, -1.975, -4.162], [-1.673, -1.758, -2.887], [2.923, 1.206, 2.735], [2.741, 0.846, 1.831], [3.275, 2.066, 2.558]],
  "orbital_gap_ev": 9.68,
  "lumo_energy_ev": -0.207
}

---

Among the structures above, stability is greatest for arrangement w.